Molecular formula: C54H48IrN3P2Sb
Method: DFT, ωB97M-V/def2-TZVPD

Geometry as XYZ:
```
109
Properties=species:S:1:pos:R:3:mulliken_charge:R:1
Ir -0.4942 -0.3217 0.5884 2.22
C 2.5348 4.0051 -0.3969 -0.45
C 2.4723 2.9661 -1.3120 -0.90
C 2.3230 1.6713 -0.8552 -0.56
C 2.2473 1.4003 0.5119 1.21
C 2.3030 2.4435 1.4265 -0.45
C 2.4389 3.7437 0.9609 -0.86
P 2.2086 -0.4079 0.8439 0.00
C 4.0500 -0.4978 0.9450 1.23
C 4.8341 -1.0036 -0.0793 -0.29
C 6.2146 -0.9796 0.0347 -0.84
C 6.8131 -0.4661 1.1723 -0.62
C 6.0308 0.0546 2.1894 -1.13
C 4.6546 0.0577 2.0697 -0.73
C 1.6342 -0.7551 2.5401 0.41
C 2.3372 -1.3846 3.5613 -0.60
C 1.6713 -1.7362 4.7231 -0.79
C 0.3220 -1.4617 4.8674 -1.02
C -0.3899 -0.8999 3.8164 -0.35
C 0.2411 -0.5692 2.6257 -0.35
H 2.6462 5.0219 -0.7374 0.47
H 2.5393 3.1560 -2.3726 0.50
H 2.2625 0.8450 -1.5546 0.36
H 2.2504 2.2415 2.4890 0.32
H 2.4719 4.5713 1.6531 0.45
H 4.3736 -1.4119 -0.9681 0.64
H 6.8235 -1.3656 -0.7673 0.45
H 7.8876 -0.4660 1.2653 0.43
H 6.4892 0.4611 3.0776 0.45
H 4.0463 0.4884 2.8505 0.54
H 3.3840 -1.6254 3.4477 0.61
H 2.2032 -2.2385 5.5166 0.45
H -0.1924 -1.7221 5.7828 0.44
H -1.4516 -0.7317 3.9462 0.42
N -3.7857 -1.3572 0.8676 -0.75
N -2.9549 -0.2614 1.2492 -0.11
H -4.6143 -1.4246 1.4562 0.25
H -3.2550 -2.2164 0.9544 0.16
H -2.8663 -0.1545 2.2635 0.22
H -3.4049 0.5868 0.9025 0.26
C -0.1695 7.1767 0.2421 -0.70
C -0.3900 6.4839 1.4204 -0.62
C -0.5971 5.1161 1.3915 -0.46
C -0.5893 4.4388 0.1837 1.16
C -0.3588 5.1281 -0.9953 -0.92
C -0.1533 6.4965 -0.9651 -0.69
Sb -1.0737 2.3411 0.1288 -0.32
C -2.7448 2.5160 -1.2143 0.84
C -3.1378 1.3750 -1.8990 -0.17
C -4.1352 1.4335 -2.8562 -0.61
C -4.7439 2.6437 -3.1416 -0.72
C -4.3605 3.7864 -2.4579 -0.74
C -3.3632 3.7248 -1.4983 -0.69
C -2.0996 2.5205 2.0132 0.36
C -1.3791 2.2481 3.1668 -0.41
C -1.9774 2.3530 4.4108 -0.88
C -3.3084 2.7243 4.5071 -0.80
C -4.0273 3.0116 3.3578 -0.76
C -3.4235 2.9154 2.1136 -0.22
H -0.0189 8.2452 0.2654 0.40
H -0.4084 7.0046 2.3665 0.43
H -0.7817 4.5879 2.3172 0.34
H -0.3401 4.5921 -1.9364 0.46
H 0.0145 7.0346 -1.8867 0.45
H -2.6410 0.4355 -1.6892 -0.05
H -4.4229 0.5385 -3.3894 0.50
H -5.4993 2.7002 -3.9114 0.40
H -4.8286 4.7338 -2.6876 0.44
H -3.0514 4.6246 -0.9852 0.50
H -0.3407 1.9462 3.0957 0.41
H -1.4004 2.1517 5.3009 0.49
H -3.7802 2.7981 5.4762 0.40
H -5.0596 3.3208 3.4273 0.43
H -3.9880 3.1481 1.2189 0.42
N -0.5344 -2.1449 -0.1959 0.61
P -0.2590 -3.1574 -1.3717 1.40
C -1.6531 -4.2660 -1.7331 0.08
C -2.4599 -4.6851 -0.6826 -0.28
C -3.4553 -5.6167 -0.9147 -0.85
C -3.6510 -6.1175 -2.1925 -0.53
C -2.8579 -5.6807 -3.2420 -0.73
C -1.8506 -4.7598 -3.0160 -0.29
C 0.1166 -2.2436 -2.9026 0.12
C -0.7873 -1.2267 -3.1901 -0.43
C -0.5609 -0.3686 -4.2476 -0.48
C 0.5819 -0.5210 -5.0178 -0.73
C 1.4738 -1.5457 -4.7428 -0.67
C 1.2485 -2.4136 -3.6859 -0.38
C 1.1484 -4.2606 -1.0107 0.44
C 2.3852 -3.6590 -0.8101 0.51
C 3.4981 -4.4333 -0.5433 -0.72
C 3.3740 -5.8111 -0.4585 -0.78
C 2.1330 -6.4070 -0.6100 -0.71
C 1.0163 -5.6375 -0.8907 -0.97
H -2.2807 -4.2869 0.3059 0.48
H -4.0751 -5.9624 -0.1021 0.44
H -4.4188 -6.8554 -2.3701 0.41
H -3.0203 -6.0658 -4.2366 0.43
H -1.2115 -4.4323 -3.8238 0.45
H -1.6657 -1.1324 -2.5667 0.39
H -1.2659 0.4191 -4.4674 0.52
H 0.7802 0.1601 -5.8320 0.44
H 2.3552 -1.6686 -5.3526 0.46
H 1.9407 -3.2169 -3.4788 0.55
H 2.4491 -2.5793 -0.8665 -0.35
H 4.4608 -3.9681 -0.3958 0.50
H 4.2441 -6.4213 -0.2697 0.41
H 2.0337 -7.4762 -0.5073 0.43
H 0.0525 -6.1078 -1.0213 0.41
```

For the frontier orbital gap (alpha / beta), the calculation gives 6.252 / 5.915 eV. Its net charge is +1.



Molecular formula: C54H49BrCaFN4O5P
Method: DFT, ωB97M-V/def2-TZVPD

Geometry as XYZ:
```
116
Properties=species:S:1:pos:R:3:mulliken_charge:R:1
Ca -0.7436 0.0646 -0.1334 1.48
C -1.8287 0.8285 3.3552 -1.05
N -1.7093 -0.4798 2.7214 2.12
C -0.7031 -1.2890 3.3779 -1.28
C -3.0148 -1.0633 2.5948 -0.33
C -3.4438 -2.0379 3.4700 0.05
C -4.7393 -2.5611 3.4088 -1.14
C -5.5959 -2.0272 2.4691 -0.83
C -5.1811 -1.0447 1.5724 -1.53
C -3.8605 -0.5334 1.5530 0.30
N -3.2841 0.4111 0.7579 1.37
C -3.9796 1.1396 -0.1773 0.60
C -5.1170 0.7425 -0.9138 -1.31
C -5.7872 1.5952 -1.7789 -1.00
C -5.3438 2.8901 -1.9848 -0.91
C -4.1529 3.2685 -1.3727 -0.10
C -3.4544 2.4129 -0.5396 -0.49
N -2.1427 2.7862 -0.0522 1.67
C -1.3242 3.4490 -1.0666 -1.13
C -2.1969 3.5784 1.1604 -1.17
H -2.0168 0.7245 4.4394 0.32
H -2.6567 1.3675 2.8968 0.10
H -0.9228 1.4169 3.2054 0.03
H -0.7173 -2.3005 2.9797 0.39
H -0.8362 -1.3385 4.4746 0.35
H 0.2835 -0.8751 3.1615 -0.18
H -2.7503 -2.4051 4.2181 0.32
H -5.0551 -3.3443 4.0878 0.37
H -6.6224 -2.3778 2.4036 0.37
H -5.9162 -0.6696 0.8848 0.45
H -5.4321 -0.2868 -0.8731 0.46
H -6.6521 1.2192 -2.3175 0.30
H -5.8635 3.5659 -2.6535 0.34
H -3.7291 4.2433 -1.5860 0.27
H -1.3228 2.8642 -1.9857 0.04
H -1.6681 4.4743 -1.2874 0.49
H -0.3042 3.5322 -0.6884 0.19
H -2.5914 4.5929 0.9677 0.34
H -1.1932 3.6760 1.5880 0.05
H -2.8382 3.0921 1.8964 0.36
Br -1.7419 -3.0158 0.2994 0.06
C -0.0967 -3.9341 0.4770 0.69
C -0.1652 -5.2999 0.4646 -0.89
C 1.0188 -6.0575 0.5927 -0.72
C 2.2188 -5.4234 0.7223 -0.94
C 2.2965 -4.0063 0.7269 1.30
C 3.5602 -3.3671 0.8253 -1.25
C 3.6181 -2.0037 0.7938 -1.10
C 2.4330 -1.2399 0.6686 -0.33
C 1.1514 -1.7569 0.5745 1.02
C 1.1269 -3.2005 0.6111 -0.78
H -1.1245 -5.7882 0.3451 0.47
H 0.9624 -7.1399 0.5806 0.35
H 3.1394 -5.9932 0.8120 0.33
H 4.4543 -3.9770 0.9093 0.26
H 4.5798 -1.4985 0.8521 0.40
H 2.5768 -0.1595 0.6191 0.08
C 4.2331 6.0476 -0.0526 -1.73
C 4.4115 5.1874 1.1896 0.50
C 4.3661 6.0450 2.4443 -0.98
C 4.5745 5.1949 3.6823 -1.08
C 3.5708 4.0761 3.7189 1.13
C 3.1861 3.4973 4.9057 -0.77
C 2.2656 2.4576 4.9107 -0.14
F 1.9416 1.9225 6.1010 -0.39
C 1.6941 1.9883 3.7661 -0.59
C 2.0568 2.5728 2.5469 0.78
C 1.3988 2.0798 1.3092 0.48
O 0.4177 1.3422 1.3989 0.65
C 2.0140 2.5266 0.0850 -0.30
C 2.9277 3.5260 0.1601 -0.89
N 3.3817 4.1320 1.2861 0.26
C 3.0037 3.6008 2.5174 -0.91
C 1.7328 2.0006 -1.3291 -0.09
O 2.4276 2.4954 -2.2323 -0.97
O 0.8323 1.1244 -1.4289 -0.12
H 4.8887 6.9174 0.0303 0.44
H 3.2023 6.3994 -0.1323 0.35
H 4.4861 5.5331 -0.9769 0.50
H 5.3902 4.6922 1.1483 0.12
H 3.3960 6.5515 2.4883 0.31
H 5.1324 6.8183 2.3650 0.36
H 4.4906 5.7937 4.5910 0.43
H 5.5884 4.7793 3.6703 0.32
H 3.5990 3.8434 5.8469 0.46
H 0.9742 1.1808 3.7761 0.60
H 3.3222 3.8554 -0.7910 0.75
O -1.9225 1.2473 -3.7319 -0.85
C -1.5069 0.2159 -3.1983 0.38
O -1.8470 -0.2563 -2.0547 -0.56
C -0.4503 -0.6357 -3.9348 -1.71
P 0.0890 -2.0355 -2.8807 2.28
C -1.1379 -3.3342 -3.2909 -0.08
C -2.4464 -3.0315 -3.6647 -0.33
C -3.3861 -4.0402 -3.8472 -0.70
C -3.0378 -5.3686 -3.6540 -0.51
C -1.7404 -5.6822 -3.2633 -0.64
C -0.8065 -4.6755 -3.0787 -0.53
C 1.5611 -2.6830 -3.7702 -0.31
C 2.7782 -2.5700 -3.1004 -0.07
C 3.9561 -3.0240 -3.6859 -0.63
C 3.9292 -3.6023 -4.9459 -0.43
C 2.7181 -3.7312 -5.6199 -0.67
C 1.5470 -3.2744 -5.0344 -0.24
H 0.4122 0.0059 -4.1212 0.45
H -0.8523 -0.9685 -4.8956 0.64
H -2.7532 -2.0004 -3.7736 0.21
H -4.4000 -3.7745 -4.1265 0.39
H -3.7726 -6.1544 -3.7885 0.34
H -1.4558 -6.7137 -3.0842 0.38
H 0.1947 -4.9345 -2.7483 0.41
H 2.7980 -2.1362 -2.1039 0.16
H 4.8894 -2.9290 -3.1420 0.41
H 4.8460 -3.9579 -5.4032 0.35
H 2.6866 -4.1893 -6.6024 0.37
H 0.6031 -3.3880 -5.5581 0.34
```

For the frontier orbital gap, the calculation gives 4.557 eV. Its net charge is -2.



Molecular formula: C54H49CaN5S2Sb2
Method: DFT, ωB97M-V/def2-TZVPD

Geometry as XYZ:
```
113
Properties=species:S:1:pos:R:3:mulliken_charge:R:1
Ca 0.4528 -0.1237 -0.6702 1.12
N 3.9161 -2.1209 -3.0172 -0.51
C 2.7647 -1.5666 -2.5102 0.02
S 2.6770 -1.6694 -0.7251 -0.50
N 1.9547 -1.0475 -3.3746 -1.03
N 0.7563 -0.5865 -2.8475 2.03
C -0.0058 0.1186 -3.6768 0.01
C 0.3800 0.4066 -5.0820 -0.65
C 0.4819 1.7257 -5.5110 0.39
C 0.8298 2.0214 -6.8218 -0.99
C 1.0724 0.9962 -7.7225 -0.58
C 0.9711 -0.3250 -7.3020 -0.74
C 0.6345 -0.6173 -5.9917 -0.22
C -1.2228 0.6776 -3.1843 -0.05
C -2.2217 1.1881 -4.0635 -1.15
C -3.4040 1.6642 -3.5892 -0.83
C -3.6521 1.6417 -2.1915 -1.13
C -2.6663 1.1347 -1.3934 -0.56
N -1.4714 0.6847 -1.8178 1.43
H 4.6761 -2.2720 -2.3805 0.22
H 4.1263 -1.9061 -3.9786 0.22
H 0.2743 2.5285 -4.8132 0.51
H 0.9065 3.0555 -7.1349 0.43
H 1.3355 1.2218 -8.7479 0.39
H 1.1548 -1.1318 -8.0002 0.42
H 0.5716 -1.6440 -5.6561 0.53
H -2.0366 1.1603 -5.1277 0.60
H -4.1549 2.0304 -4.2774 0.45
H -4.5798 1.9931 -1.7651 0.51
H -2.8158 1.0873 -0.3154 0.07
C -1.5425 0.6060 2.5720 -0.71
C -1.0565 0.7416 4.0136 -0.99
C 0.3002 0.1084 4.3077 -1.03
Sb 1.7896 0.4177 2.7927 0.64
C 1.7194 2.5468 2.9268 -0.16
C 1.6246 3.3228 1.7783 -0.27
C 1.5014 4.7059 1.8530 -0.44
C 1.4812 5.3302 3.0889 -0.51
C 1.5853 4.5695 4.2477 -0.71
C 1.7020 3.1911 4.1647 -0.31
C 3.4481 0.0581 4.0555 0.36
C 3.4530 -1.0456 4.9025 -0.12
C 4.5383 -1.2922 5.7313 -0.57
C 5.6315 -0.4380 5.7185 -0.50
C 5.6368 0.6608 4.8722 -0.56
C 4.5505 0.9067 4.0441 -0.67
Sb -2.1570 -1.3064 1.7542 0.40
C -0.9418 -2.6325 2.8852 0.12
C -1.2224 -3.0210 4.1928 -0.38
C -0.3007 -3.7566 4.9224 -0.63
C 0.9177 -4.1102 4.3532 -0.49
C 1.1926 -3.7599 3.0387 -0.76
C 0.2568 -3.0383 2.3067 -0.07
C -3.9306 -1.5405 2.8847 0.33
C -4.5276 -2.7991 2.9218 -0.45
C -5.6963 -3.0099 3.6378 -0.56
C -6.2901 -1.9589 4.3220 -0.48
C -5.7113 -0.7004 4.2842 -0.73
C -4.5380 -0.4932 3.5700 -0.15
H -0.7977 1.0443 1.8962 0.03
H -2.4240 1.2345 2.4018 0.66
H -1.8073 0.3280 4.6965 0.53
H -0.9994 1.8113 4.2433 0.38
H 0.2186 -0.9710 4.4237 0.18
H 0.7097 0.4945 5.2432 0.74
H 1.6505 2.8563 0.7988 0.44
H 1.4222 5.2835 0.9403 0.51
H 1.3880 6.4066 3.1553 0.38
H 1.5750 5.0505 5.2174 0.40
H 1.7863 2.6155 5.0805 0.36
H 2.6107 -1.7292 4.9286 0.17
H 4.5291 -2.1520 6.3892 0.42
H 6.4767 -0.6270 6.3676 0.37
H 6.4863 1.3315 4.8559 0.38
H 4.5665 1.7756 3.3955 0.41
H -2.1592 -2.7354 4.6579 0.35
H -0.5294 -4.0471 5.9400 0.39
H 1.6436 -4.6690 4.9305 0.45
H 2.1270 -4.0469 2.5731 0.48
H 0.4981 -2.8114 1.2705 0.26
H -4.0802 -3.6344 2.3930 0.37
H -6.1433 -3.9954 3.6579 0.38
H -7.2017 -2.1219 4.8819 0.38
H -6.1707 0.1245 4.8135 0.38
H -4.1059 0.4998 3.5628 0.27
S 3.6785 2.7470 -3.0103 -0.34
C 3.0503 1.6464 -1.8611 -0.65
N 1.8592 1.8835 -1.4064 0.60
C 1.3494 3.0497 -1.9845 -0.60
C 0.0861 3.5924 -1.7376 -0.07
C -0.2805 4.7355 -2.4132 -1.04
C 0.5986 5.3500 -3.3181 -0.67
C 1.8522 4.8334 -3.5598 -0.46
C 2.2211 3.6704 -2.8818 0.95
H 3.6056 0.7750 -1.5364 0.39
H -0.5977 3.1103 -1.0527 0.58
H -1.2629 5.1571 -2.2497 0.46
H 0.2795 6.2426 -3.8400 0.41
H 2.5198 5.3072 -4.2661 0.46
C -0.6581 -2.9808 -1.7078 -0.74
C -1.3644 -3.4537 -2.8301 1.02
C -2.7441 -3.1959 -2.9808 -0.29
C -3.4217 -3.6261 -4.1035 -0.68
C -2.7497 -4.3210 -5.1054 -0.43
C -1.3878 -4.5816 -4.9774 -0.57
C -0.6990 -4.1559 -3.8597 -0.40
H 0.4107 -3.0976 -1.6049 0.41
H -1.2064 -2.4262 -0.9539 -0.31
H -3.2642 -2.6403 -2.2086 0.37
H -4.4782 -3.4137 -4.2084 0.40
H -3.2838 -4.6518 -5.9868 0.38
H -0.8640 -5.1154 -5.7604 0.41
H 0.3632 -4.3447 -3.7633 0.38
```

For the frontier orbital gap (alpha / beta), the calculation gives 4.801 / 6.990 eV. Its net charge is 0. Its energy relative to the best compared isomer or geometry (same formula, charge and spin) is 8.5 kcal per mole.



Molecular formula: C54H49F5O8
Method: DFT, ωB97M-V/def2-TZVPD

Geometry as XYZ:
```
116
Properties=species:S:1:pos:R:3:mulliken_charge:R:1
O 3.7126 1.9148 -3.4077 -0.57
C 2.3571 1.9444 -3.1362 0.10
C 1.6809 3.1544 -3.0024 -0.28
C 0.3309 3.1270 -2.6980 -0.52
C -0.3522 1.9234 -2.5626 0.24
O -1.6808 1.9205 -2.1927 -0.53
C 0.3213 0.7303 -2.7462 -0.51
C 1.6852 0.7462 -3.0393 -0.33
H 4.2381 2.4008 -2.7687 0.33
H 2.1939 4.0939 -3.1547 0.50
H -0.1821 4.0641 -2.5122 0.37
H -1.7752 2.5655 -1.4726 0.12
H -0.1667 -0.2113 -2.5440 0.54
H 2.1492 -0.2176 -3.2015 0.50
O -2.2869 3.3085 0.2788 -0.02
C -3.6089 3.6503 0.1610 0.30
C -4.5538 3.1459 1.0430 -0.13
C -5.8822 3.5386 1.0405 -0.67
C -6.2618 4.5058 0.1225 0.73
O -7.5754 4.8721 0.0412 -0.56
C -5.3329 5.0121 -0.7920 -0.53
C -4.0016 4.6209 -0.7567 -0.69
H -2.0937 3.1038 1.2073 -0.19
H -4.1945 2.3549 1.6964 0.42
H -6.5924 3.1518 1.7568 0.44
H -7.7589 5.3576 -0.7661 0.29
H -5.6340 5.6389 -1.6237 0.27
H -3.3000 5.1018 -1.4255 0.39
O 7.6111 -0.2013 -3.2951 -0.57
C 6.8069 -0.7061 -2.3105 0.60
C 7.3959 -1.2033 -1.1711 -0.66
C 6.5750 -1.6848 -0.1503 -0.48
C 5.1920 -1.6606 -0.2655 -0.08
O 4.4232 -2.1778 0.7291 -0.61
C 4.6124 -1.1153 -1.4217 0.35
C 5.4110 -0.6211 -2.4199 -0.31
H 7.1689 0.2763 -3.9967 0.30
H 8.4642 -1.1263 -1.0288 0.42
H 7.0282 -2.0794 0.7504 0.42
H 3.4889 -2.0972 0.4879 0.28
H 3.5280 -1.0904 -1.4246 0.10
H 4.9743 -0.3191 -3.3660 0.33
O -1.4475 1.8844 2.6171 -0.36
C -0.6749 0.9762 1.9407 0.28
C -1.2303 0.2088 0.9325 -0.02
C -0.4625 -0.7029 0.2278 -0.83
C 0.8468 -0.9179 0.6095 0.58
O 1.5820 -1.9208 0.0338 -0.23
C 1.4648 -0.1316 1.5731 -0.62
C 0.6899 0.8435 2.2134 -0.66
H -0.9082 2.3380 3.2764 -0.15
H -2.2487 0.4111 0.6216 0.35
H -0.8905 -1.3269 -0.5460 0.57
H 1.0759 -2.6625 -0.3080 0.07
H 2.4721 -0.2715 1.9366 0.58
H 1.1923 1.4182 2.9838 0.50
F -5.8603 -4.0058 -1.9939 -0.33
C -5.5683 -2.8047 -1.4664 0.65
C -6.0718 -1.6385 -2.0118 -0.84
C -5.7308 -0.4698 -1.3325 -0.11
C -5.0017 -0.4279 -0.1757 -0.59
C -4.4579 -1.6280 0.2936 -0.13
C -4.7972 -2.8239 -0.2828 -0.74
H -6.7143 -1.5780 -2.8760 0.43
H -6.1015 0.4574 -1.7606 0.37
H -4.7984 0.4920 0.3524 0.38
H -3.9455 -1.7202 1.2470 0.42
H -4.4759 -3.8313 -0.0501 0.46
F 2.9735 -4.0354 -1.9123 0.16
C 3.3479 -5.1425 -2.6067 0.37
C 2.8167 -6.3341 -2.1688 -0.48
C 3.1425 -7.5001 -2.8472 -0.56
C 4.0683 -7.4337 -3.8971 -0.56
C 4.5966 -6.2277 -4.3004 -0.38
C 4.2450 -5.0464 -3.6481 -0.54
H 2.2633 -6.2622 -1.2407 0.44
H 2.7439 -8.4630 -2.5605 0.39
H 4.3940 -8.3600 -4.3518 0.37
H 5.2885 -6.2324 -5.1324 0.37
H 4.6946 -4.0893 -3.8769 0.45
F 0.6612 3.6348 5.6607 -0.24
C -0.4390 3.6574 6.4337 0.42
C -0.3203 3.8790 7.7835 -0.30
C -1.4305 3.7639 8.6106 -0.57
C -2.6694 3.4786 8.0292 -0.33
C -2.7883 3.2803 6.6632 -0.89
C -1.6607 3.3567 5.8696 0.09
H 0.6307 4.1764 8.2098 0.41
H -1.4142 3.8980 9.6818 0.38
H -3.5190 3.3657 8.6909 0.36
H -3.7726 3.1059 6.2508 0.38
H -1.7278 3.2014 4.8023 0.29
F 0.2515 -4.4807 -0.5478 -0.30
C -0.6749 -5.3749 -0.9758 0.08
C -0.7133 -5.6724 -2.3171 -0.04
C -1.4721 -6.7587 -2.7615 -0.69
C -2.2663 -7.4468 -1.8531 -0.49
C -2.2764 -7.1309 -0.4975 -0.47
C -1.4983 -6.0434 -0.0907 -0.35
H -0.0524 -5.1688 -3.0120 0.45
H -1.4359 -6.9450 -3.8248 0.42
H -2.8064 -8.2989 -2.2504 0.39
H -2.8110 -7.7023 0.2438 0.42
H -1.4284 -5.8226 0.9694 0.43
F 0.9662 6.2723 3.4030 -0.35
C 1.5390 5.6465 2.3709 0.00
C 2.8746 5.7725 2.1041 -0.48
C 3.4360 5.0407 1.0656 -0.54
C 2.6380 4.2310 0.2772 -0.55
C 1.2668 4.1059 0.5505 -0.35
C 0.7372 4.7734 1.6405 -0.13
H 3.5188 6.4470 2.6546 0.43
H 4.4739 5.1959 0.8027 0.38
H 3.1271 3.6404 -0.4875 0.39
H 0.7621 3.4331 -0.1312 0.55
H -0.3330 4.7350 1.8066 0.63
```

For the frontier orbital gap, the calculation gives 8.044 eV. Its net charge is 0. The structure (SMILES) is Oc1ccc(O)cc1.Oc1ccc(O)cc1.Oc1ccc(O)cc1.Oc1ccc(O)cc1.Fc1ccccc1.Fc1ccccc1.Fc1ccccc1.Fc1ccccc1.Fc1ccccc1. Its energy relative to the best compared isomer or geometry (same formula, charge and spin) is 14.5 kcal per mole.



Values of energy, in order: -89192.2596 -173485.3544 -117428.0743 -86759.2007, all in eV.